No. 1
Below is a 8-piece molecular cluster, C24H47Br6N5O2 overall in a non-equilibrium geometry, with properties calculated with wB97M-V/def2-TZVPD.

Positions of all 84 atoms, in Å:
1 Br -1.109 -5.798 -3.490
2 Br 5.431 1.749 1.865
3 Br 1.931 7.545 1.929
4 Br 0.989 4.512 -1.497
5 Br -2.710 -6.350 0.891
6 Br 1.913 2.723 2.127
7 O -0.544 -4.056 5.435
8 O -2.747 0.758 3.088
9 N -1.108 -2.313 -0.716
10 N -4.822 1.662 2.814
11 N -3.467 -3.091 -5.888
12 N 5.718 -2.509 -4.847
13 N 0.956 -2.941 4.217
14 C -1.837 -5.632 -0.651
15 C -3.051 -2.567 -4.944
16 C 1.761 6.131 -0.635
17 C 5.065 -1.903 -4.034
18 C 0.881 0.463 -1.681
19 C 4.792 3.557 2.301
20 C 5.789 0.693 -2.149
21 C 0.477 -4.049 4.841
22 C -4.584 2.224 1.479
23 C 0.963 6.445 0.644
24 C -0.072 1.136 -0.668
25 C -4.486 -0.045 -3.635
26 C -0.886 -1.293 -0.271
27 C 5.199 -0.731 -1.861
28 C -3.012 -0.377 -3.707
29 C -3.850 0.944 3.393
30 C 0.333 -1.576 4.437
31 C 1.656 -3.179 2.991
32 C -6.076 1.791 3.421
33 C -2.141 -6.517 -1.882
34 C 4.312 -1.188 -3.090
35 C 3.468 3.877 1.651
36 C -0.552 0.032 0.335
37 C -2.625 -1.858 -3.739
38 H 2.436 -2.418 2.979
39 H -4.975 -0.742 -2.955
40 H -1.563 -2.093 -3.810
41 H -3.008 -2.385 -2.865
42 H -3.551 2.565 1.401
43 H 5.619 4.190 1.982
44 H -4.138 0.450 4.334
45 H 2.817 6.005 -0.394
46 H 3.124 4.903 1.784
47 H -0.250 -1.662 5.354
48 H -6.187 2.712 3.994
49 H -5.411 2.913 1.312
50 H 0.445 -0.098 -2.507
51 H 5.160 1.548 -2.399
52 H -6.858 1.723 2.665
53 H -1.725 -7.502 -1.673
54 H 0.376 1.994 -0.167
55 H -2.563 0.052 -2.811
56 H 3.566 3.786 0.569
57 H -1.431 0.376 0.882
58 H 1.170 -3.128 2.017
59 H -5.061 -0.039 -4.562
60 H 4.614 -0.751 -0.942
61 H -2.493 0.165 -4.498
62 H 3.485 -1.807 -2.743
63 H 2.352 -4.014 3.074
64 H 0.063 6.962 0.311
65 H -0.833 -5.261 -0.448
66 H 1.130 -4.921 4.677
67 H 1.007 -0.820 4.841
68 H 1.572 6.895 -1.389
69 H 1.433 1.303 -2.101
70 H 4.745 3.745 3.373
71 H -4.653 0.896 -3.111
72 H -2.225 -4.646 -0.907
73 H -4.612 1.376 0.794
74 H -3.174 -6.567 -2.226
75 H 0.264 -0.151 1.034
76 H 0.605 5.565 1.179
77 H 3.829 -0.370 -3.625
78 H 6.221 1.038 -1.210
79 H -0.926 1.370 -1.304
80 H 1.654 -0.166 -1.238
81 H -6.266 0.933 4.066
82 H 6.589 0.688 -2.889
83 H -0.299 -1.386 3.570
84 H 5.972 -1.499 -1.894

Forces on atoms 1 to 2 (eV/Å):
-0.65 -0.40 1.05
-0.31 0.45 0.33

- multiplicity = 1
- LUMO energy (eV) = -0.057
- HOMO-LUMO gap (eV) = 9.14

Atomic charges from the Löwdin analysis, expressed in e, are listed below:
1. Br 0.524
2. Br 0.608
3. Br 0.639
4. Br 0.643
5. Br 0.648
6. Br 0.615
7. O 0.054
8. O 0.063
9. N 0.184
10. N -0.203
11. N 0.140
12. N 0.137
13. N -0.188
14. C -0.776
15. C -0.252
16. C -0.628
17. C -0.249
18. C -0.115
19. C -0.654
20. C -0.104
21. C -0.378
22. C -0.015
23. C -0.711
24. C -0.255
25. C -0.104
26. C -0.199
27. C -0.190
28. C -0.256
29. C -0.412
30. C -0.005
31. C -0.100
32. C -0.087
33. C -0.603
34. C -0.221
35. C -0.660
36. C -0.161
37. C -0.210
38. H 0.080
39. H 0.075
40. H 0.104
41. H 0.104
42. H 0.084
43. H 0.058
44. H 0.138
45. H 0.040
46. H 0.002
47. H 0.077
48. H 0.094
49. H 0.090
50. H 0.071
51. H 0.067
52. H 0.092
53. H 0.042
54. H -0.001
55. H 0.083
56. H 0.041
57. H 0.089
58. H 0.081
59. H 0.078
60. H 0.092
61. H 0.112
62. H 0.116
63. H 0.086
64. H 0.058
65. H 0.048
66. H 0.134
67. H 0.083
68. H 0.050
69. H 0.050
70. H 0.066
71. H 0.067
72. H 0.007
73. H 0.089
74. H 0.054
75. H 0.101
76. H 0.023
77. H 0.117
78. H 0.029
79. H 0.095
80. H 0.068
81. H 0.091
82. H 0.073
83. H 0.083
84. H 0.102



No. 2
Below is one molecule with the formula C13H14N4O2S in a non-equilibrium geometry, with properties calculated with wB97M-V/def2-TZVPD.

Positions of all 34 atoms, in Å:
1 S 0.773 -3.834 -4.708
2 O 3.336 -1.272 -0.952
3 O 0.804 -0.278 -2.591
4 N 1.141 -2.390 -2.424
5 N 1.211 -0.917 -0.395
6 N -1.633 -2.244 -1.916
7 N -1.082 -2.967 -3.001
8 C 2.534 -0.785 -0.135
9 C 3.065 -1.412 2.227
10 C 0.631 -1.309 -1.617
11 C -1.117 0.705 2.313
12 C -2.287 -0.558 0.523
13 C 3.228 -0.336 1.159
14 C -3.637 0.311 2.342
15 C 0.186 -0.364 0.425
16 C -0.777 -1.585 -1.237
17 C -2.296 0.170 1.757
18 C 0.328 -3.086 -3.287
19 C -1.033 -0.917 -0.041
20 C 0.138 0.452 1.600
21 H -1.148 1.321 3.254
22 H 3.980 -1.382 2.864
23 H -4.200 0.804 1.555
24 H 2.192 -1.391 2.821
25 H 2.152 -2.300 -2.563
26 H -3.178 -1.017 0.112
27 H 0.414 0.517 -2.156
28 H 3.054 -2.412 1.771
29 H 4.286 -0.164 1.003
30 H -1.805 -3.338 -3.629
31 H 2.849 0.638 1.461
32 H 0.999 0.761 2.165
33 H -4.249 -0.645 2.626
34 H -3.757 0.820 3.247

Forces on atoms 1 to 2 (eV/Å):
0.09 0.06 0.95
-1.23 0.58 0.15

- relative energy (zero: lowest compared OMol25 entry of this formula, charge and spin) (kJ/mol) = 326.7
- multiplicity = 1
- LUMO energy (eV) = -0.610
- HOMO-LUMO gap (eV) = 7.61

Atomic charges from the natural (NBO) analysis, expressed in e, are listed below:
1. S -0.184
2. O -0.618
3. O -0.682
4. N -0.601
5. N -0.458
6. N -0.157
7. N -0.452
8. C 0.701
9. C -0.612
10. C 0.502
11. C -0.191
12. C -0.173
13. C -0.475
14. C -0.640
15. C 0.137
16. C 0.105
17. C -0.030
18. C 0.260
19. C -0.028
20. C -0.232
21. H 0.232
22. H 0.222
23. H 0.226
24. H 0.213
25. H 0.463
26. H 0.232
27. H 0.463
28. H 0.222
29. H 0.249
30. H 0.429
31. H 0.209
32. H 0.219
33. H 0.225
34. H 0.221



No. 3
Below is C43H41CrN9O8S as an isolated structure in a non-equilibrium geometry, with properties calculated with wB97M-V/def2-TZVPD.

Positions of all 103 atoms, in Å:
1 Cr 0.051 -0.055 -0.297
2 S 3.440 -3.823 5.702
3 O -1.159 3.624 -1.694
4 O 1.852 -4.204 -6.353
5 O 5.948 -0.823 3.516
6 O 0.602 -1.753 4.225
7 O -0.253 -4.259 -5.912
8 O 6.135 0.856 2.175
9 O 4.518 -3.535 6.615
10 O 2.069 -3.715 6.136
11 N -0.188 -1.065 1.297
12 N -0.742 1.352 0.923
13 N 2.043 0.794 2.043
14 N 1.761 -0.315 -1.468
15 N -0.472 -1.664 -1.474
16 N -0.443 1.417 -1.582
17 N 5.485 0.074 2.835
18 N 3.129 -0.472 3.521
19 N 0.887 -3.901 -5.693
20 C 1.582 -1.166 -2.502
21 C 3.923 0.202 -2.323
22 C -1.570 -2.380 -1.356
23 C 1.097 -2.988 -4.537
24 C 2.526 -1.349 -3.495
25 C 0.437 0.854 -5.660
26 C 1.704 2.997 -2.802
27 C 0.103 -2.874 -3.489
28 C -0.209 1.342 -3.000
29 C 3.657 -2.766 4.297
30 C 1.927 -0.076 3.033
31 C -0.714 0.310 -5.112
32 C -1.890 -3.395 -2.258
33 C 2.373 -2.333 0.657
34 C 2.906 0.330 -1.370
35 C 0.208 -5.263 1.694
36 C -1.065 2.544 0.424
37 C 1.154 -3.103 1.122
38 C -1.067 0.569 -3.789
39 C -1.525 3.552 1.229
40 C -1.649 3.282 2.593
41 C -0.062 -2.485 1.437
42 C -0.866 1.063 2.212
43 C -2.504 -2.681 2.215
44 C -1.326 2.029 3.092
45 C 3.683 -5.434 5.015
46 C 3.411 -6.489 6.087
47 C 0.362 -1.922 -2.508
48 C -1.071 -3.640 -3.327
49 C 2.234 -2.281 -4.546
50 C 0.593 -0.486 3.605
51 C 0.899 1.980 -3.567
52 C 1.217 1.708 -4.896
53 C 3.377 0.994 1.878
54 C 3.387 -1.318 4.705
55 C -2.415 0.127 -3.274
56 C 4.055 0.222 2.764
57 C -0.905 2.611 -1.082
58 C -0.516 -0.360 2.544
59 C 3.725 -0.620 -3.400
60 C 1.269 -4.489 1.258
61 C -1.155 -3.270 1.865
62 C -1.000 -4.645 1.986
63 H -1.321 -4.410 -4.038
64 H 4.689 -2.892 3.971
65 H -2.702 -1.737 1.707
66 H 2.524 -1.259 5.359
67 H 3.560 -7.482 5.666
68 H 2.994 -5.514 4.171
69 H -3.102 0.977 -3.284
70 H 0.357 0.214 4.411
71 H 1.221 3.973 -2.875
72 H 2.219 -4.956 1.014
73 H 1.764 2.766 -1.737
74 H 4.840 0.763 -2.199
75 H 0.701 0.647 -6.690
76 H -2.792 -3.972 -2.110
77 H 2.715 3.085 -3.204
78 H 3.022 0.985 -0.513
79 H -2.010 4.049 3.266
80 H 2.388 -6.413 6.452
81 H 3.246 -2.607 1.253
82 H -2.222 -2.131 -0.534
83 H 2.244 -1.253 0.737
84 H 2.963 -3.104 3.523
85 H 4.249 -0.912 5.220
86 H -2.592 -2.498 3.288
87 H -1.846 -5.237 2.318
88 H -1.372 -0.298 -5.725
89 H 4.716 -5.463 4.662
90 H -1.778 4.506 0.787
91 H 4.483 -0.726 -4.168
92 H -1.447 1.801 4.144
93 H -2.382 -0.227 -2.246
94 H -1.392 -0.793 3.028
95 H -3.295 -3.384 1.953
96 H 2.080 2.195 -5.340
97 H 3.799 1.667 1.148
98 H -2.843 -0.651 -3.906
99 H 0.684 -2.446 3.556
100 H 4.089 -6.368 6.931
101 H 2.612 -2.577 -0.382
102 H 2.937 -2.424 -5.357
103 H 0.316 -6.335 1.801

Forces on atoms 1 to 2 (eV/Å):
-0.23 1.20 0.11
0.00 -0.06 0.42

- relative energy (zero: lowest compared OMol25 entry of this formula, charge and spin) (kJ/mol) = 203.8
- total charge = +1
- multiplicity = 2
- LUMO energy (alpha / beta) (eV) = -3.953 / -3.898
- HOMO-LUMO gap (alpha / beta) (eV) = 7.11 / 7.07

Here are the Löwdin charges for atoms 1 to 99, given in e:
1. Cr 0.899
2. S 0.631
3. O 0.115
4. O 0.110
5. O 0.097
6. O 0.013
7. O 0.092
8. O 0.106
9. O -0.290
10. O -0.296
11. N -0.074
12. N 0.054
13. N 0.143
14. N 0.034
15. N 0.045
16. N -0.002
17. N -0.328
18. N 0.093
19. N -0.330
20. C -0.149
21. C 0.008
22. C -0.087
23. C -0.048
24. C -0.107
25. C -0.072
26. C -0.029
27. C -0.040
28. C -0.202
29. C -0.221
30. C -0.215
31. C -0.043
32. C 0.010
33. C -0.026
34. C -0.086
35. C -0.059
36. C -0.143
37. C -0.204
38. C -0.208
39. C 0.039
40. C 0.002
41. C -0.238
42. C -0.195
43. C -0.037
44. C 0.024
45. C -0.302
46. C -0.104
47. C -0.126
48. C 0.049
49. C 0.092
50. C -0.211
51. C -0.206
52. C -0.044
53. C -0.053
54. C -0.108
55. C -0.019
56. C -0.128
57. C -0.444
58. C -0.219
59. C 0.046
60. C -0.047
61. C -0.212
62. C -0.033
63. H 0.117
64. H 0.104
65. H 0.072
66. H 0.123
67. H 0.081
68. H 0.094
69. H 0.100
70. H 0.165
71. H 0.094
72. H 0.121
73. H 0.065
74. H 0.127
75. H 0.109
76. H 0.126
77. H 0.083
78. H 0.095
79. H 0.123
80. H 0.079
81. H 0.084
82. H 0.120
83. H 0.032
84. H 0.087
85. H 0.133
86. H 0.096
87. H 0.121
88. H 0.117
89. H 0.109
90. H 0.133
91. H 0.137
92. H 0.128
93. H 0.047
94. H 0.135
95. H 0.090
96. H 0.116
97. H 0.121
98. H 0.086
99. H 0.085



No. 4
Below is one molecule with the formula C22H29ClN6O3 in a non-equilibrium geometry, with properties calculated with wB97M-V/def2-TZVPD.

Positions of all 61 atoms, in Å:
1 Cl 7.971 1.097 1.197
2 O -5.746 3.040 -0.949
3 O -0.891 -3.317 0.343
4 O -4.586 -1.056 0.288
5 N 1.346 0.178 0.970
6 N 3.451 -0.652 -0.474
7 N -1.466 2.312 0.775
8 N -5.055 0.794 -0.324
9 N -1.837 0.022 1.232
10 N -3.701 2.801 0.112
11 C 5.604 0.190 0.286
12 C -1.541 -1.460 1.298
13 C -2.128 -4.077 0.106
14 C -4.845 2.427 -0.339
15 C 1.471 0.775 -0.248
16 C 4.755 0.030 -0.688
17 C 0.453 1.174 1.603
18 C 2.396 -0.218 -1.052
19 C 6.825 0.754 0.022
20 C 6.261 1.140 -2.369
21 C 7.227 1.391 -1.188
22 C -1.015 -2.051 0.160
23 C 2.499 -0.472 1.620
24 C -2.746 2.011 0.390
25 C -2.898 0.583 0.630
26 C -3.303 4.080 -0.105
27 C 5.096 0.646 -2.081
28 C -1.012 1.018 1.470
29 C 3.247 -1.088 0.641
30 C -2.409 -4.398 -1.286
31 C -4.243 0.225 0.308
32 C -6.444 0.508 -0.698
33 H -6.629 0.784 -1.487
34 H -1.469 -4.994 -1.435
35 H -3.208 -3.459 0.512
36 H -7.278 1.118 0.136
37 H -3.309 -5.042 -1.595
38 H 4.193 -1.763 1.175
39 H 2.259 -0.716 2.444
40 H -3.003 4.578 0.870
41 H -4.156 4.853 -0.507
42 H 4.310 0.509 -2.775
43 H 0.435 0.583 2.785
44 H -6.442 -0.446 -0.376
45 H 0.582 0.992 -0.714
46 H 2.668 -2.231 0.492
47 H -1.592 -1.804 -0.543
48 H 5.465 0.133 1.323
49 H 8.140 1.860 -1.104
50 H 3.016 0.630 1.916
51 H 6.525 1.555 -3.217
52 H 1.840 -1.073 -1.442
53 H -0.764 -1.479 2.346
54 H 2.087 1.777 -0.186
55 H -2.331 -1.655 1.665
56 H -2.503 -3.393 -1.943
57 H 0.903 2.058 1.907
58 H -2.262 -5.052 0.624
59 H -2.608 4.436 -0.807
60 H 0.000 -1.611 0.193
61 H 2.397 0.444 -1.907

Forces on atoms 1 to 2 (eV/Å):
0.91 -0.22 2.40
2.78 -0.87 2.26

- relative energy (zero: lowest compared OMol25 entry of this formula, charge and spin) (kJ/mol) = 2270.7
- multiplicity = 1
- LUMO energy (eV) = 0.336
- HOMO-LUMO gap (eV) = 8.31

Atomic charges from the natural (NBO) analysis, expressed in e, are listed below:
1. Cl 0.023
2. O -0.595
3. O -0.503
4. O -0.777
5. N -0.457
6. N -0.485
7. N -0.505
8. N -0.359
9. N -0.294
10. N -0.470
11. C -0.351
12. C -0.083
13. C -0.104
14. C 0.809
15. C -0.209
16. C 0.234
17. C -0.233
18. C -0.206
19. C -0.038
20. C -0.171
21. C -0.229
22. C -0.122
23. C -0.176
24. C 0.349
25. C -0.026
26. C -0.444
27. C -0.233
28. C 0.380
29. C -0.149
30. C -0.656
31. C 0.584
32. C -0.291
33. H 0.154
34. H 0.212
35. H 0.179
36. H 0.167
37. H 0.241
38. H 0.237
39. H 0.195
40. H 0.224
41. H 0.249
42. H 0.214
43. H 0.171
44. H 0.251
45. H 0.210
46. H 0.155
47. H 0.173
48. H 0.240
49. H 0.220
50. H 0.102
51. H 0.205
52. H 0.190
53. H 0.168
54. H 0.131
55. H 0.184
56. H 0.206
57. H 0.236
58. H 0.203
59. H 0.234
60. H 0.214
61. H 0.221